13
Properties=species:S:1:pos:R:3:nbo_charge:R:1 method="wB97M-V/def2-TZVPD" orbital_gap_ev=9.28
H -3.324 0.507 -0.494 0.357
N -2.510 -0.076 -0.242 -0.685
C -1.543 0.714 -0.012 0.274
N -0.320 0.117 0.412 -0.299
N -0.230 -1.288 0.357 -0.229
N 0.945 -1.599 -0.167 -0.171
C 1.714 -0.597 -0.199 -0.077
C 0.955 0.650 0.032 0.354
N 1.267 1.904 0.007 -0.683
H 2.284 1.920 -0.222 0.344
H -1.585 1.774 -0.024 0.199
H -0.983 -1.543 -0.255 0.397
H 2.789 -0.660 -0.495 0.219